1.
# C22H43CrN2P3S

A molecular structure, C22H43CrN2P3S at a distorted geometry (ωB97M-V/def2-TZVPD, the OMol25 dataset).

Structure (XYZ):
```
72
C22H43CrN2P3S, DFT ωB97M-V/def2-TZVPD
Cr 0.43 -0.34 0.08
S -1.30 -1.86 -1.55
P 1.22 -2.42 0.79
P 2.31 0.64 -0.82
P 0.31 0.85 2.51
N -2.28 3.48 -1.56
N -0.52 3.24 -0.14
C -2.56 0.87 1.15
C -2.34 -2.93 -2.63
C 3.84 -0.20 -0.29
C -0.06 6.03 -0.19
C 2.81 2.35 -0.70
C -4.44 -4.25 -2.81
C -2.64 -4.70 -4.34
C 2.01 1.40 3.10
C 1.95 -3.60 -0.43
C -3.90 -5.03 -3.82
C 2.47 -2.23 2.14
C -0.20 -0.37 3.79
C -3.67 -3.23 -2.23
C -0.09 -3.38 1.61
C -1.25 4.05 -0.91
C 0.45 3.83 0.55
C 0.70 5.19 0.63
C -1.88 -3.66 -3.75
C 2.14 0.34 -2.58
C -1.03 5.45 -1.01
C -3.22 0.27 0.14
C -0.62 2.35 3.02
H -0.63 -0.80 -2.21
H -0.58 0.23 4.62
H 1.95 1.90 4.08
H -0.99 2.16 4.03
H -2.59 2.55 -1.34
H 0.63 -1.00 4.12
H 1.17 -4.39 -0.55
H 0.12 7.10 -0.19
H 4.66 0.33 -0.79
H 2.15 2.97 -1.30
H 3.95 -0.11 0.79
H 3.33 -1.64 1.83
H -2.27 -5.29 -5.18
H -4.09 -2.64 -1.42
H 0.16 -4.43 1.43
H 1.40 1.05 -2.98
H -0.06 -3.13 2.68
H 1.81 -0.68 -2.77
H 2.89 -4.01 0.00
H 1.08 3.17 1.12
H -1.01 -0.99 3.40
H 0.01 3.24 3.02
H 3.12 0.53 -3.02
H 3.81 -1.25 -0.59
H -2.91 4.02 -2.12
H -1.47 2.57 2.39
H -1.62 6.02 -1.72
H -4.18 -0.27 0.09
H -5.46 -4.46 -2.43
H 2.14 -3.10 -1.40
H -4.46 -5.91 -4.19
H 2.82 2.72 0.32
H -1.74 1.66 0.91
H 2.69 0.54 3.19
H 2.85 -3.22 2.44
H 3.84 2.35 -1.08
H 2.05 -1.74 3.03
H -2.52 0.49 2.19
H -0.92 -3.44 -4.18
H -1.07 -3.15 1.17
H 1.50 5.56 1.28
H -2.60 0.23 -0.80
H 2.44 2.11 2.37
```

## Properties
**Largest force on an atom**: 2.97 eV Å⁻¹
**Spin multiplicity**: 4
**ΔE to the lowest compared entry with this formula, charge and spin**: 3.370 eV
**Highest occupied orbital energy (spin up / spin down)**: -15.53 / -15.54 eV
**LUMO energy (spin up / spin down)**: -12.0845 / -9.9066 eV
**Charge**: +3
**Gap between HOMO and LUMO (spin up / spin down)**: 0.12663 / 0.20695 hartree
**M**: 512.59 g mol⁻¹

=====

2.
# C27H36BF11NO17

6 unconnected molecules or ions with the total composition C27H36BF11NO17 at a distorted geometry (ωB97M-V/def2-TZVPD, the OMol25 dataset).

Structure (XYZ):
```
93
C27H36BF11NO17, DFT ωB97M-V/def2-TZVPD
F 10.92 1.33 0.83
F 4.31 -3.14 1.75
F 0.09 -2.70 -0.22
F 6.38 2.04 2.60
F -0.20 0.63 -1.10
F -11.06 6.03 -2.28
F 8.82 -6.89 -0.52
F 1.51 -0.82 -0.86
F -0.72 -1.62 1.60
F 0.84 0.35 0.95
F -3.96 3.26 -0.20
O 4.96 -4.54 0.11
O -9.07 1.49 -0.88
O 2.97 -4.87 -0.89
O 4.67 3.12 3.57
O 9.28 -9.82 -3.81
O 7.59 2.44 -1.87
O -9.10 5.86 -1.21
O 2.60 4.03 3.77
O 7.48 -8.62 -3.16
O 3.01 2.49 2.17
O 9.47 -8.29 -2.16
O -7.40 1.08 -2.40
O 4.78 -6.07 -1.54
O -7.09 5.00 -0.63
O 9.29 2.29 -0.39
O 8.15 0.44 -0.98
O -8.06 4.41 -2.59
N -4.65 1.08 2.83
C -9.34 4.67 -3.14
C 8.79 -8.99 -3.10
C 4.13 -3.44 0.44
C 8.28 1.79 -1.15
C 9.23 0.02 -0.15
C 4.28 -5.24 -0.83
C -9.72 5.96 -2.47
C 5.07 1.93 2.94
C -2.01 -1.54 -0.56
C -5.60 1.08 0.40
C -7.70 -0.46 -0.28
C 7.27 -7.71 -2.08
C -0.61 -1.50 0.19
C -6.56 -0.12 0.83
C -7.99 5.08 -1.40
C 2.76 -3.97 0.19
C -2.95 0.40 0.88
C -2.17 4.83 1.56
C 9.59 1.29 0.56
C 0.35 -0.28 -0.21
C -3.83 2.88 1.20
C -3.26 -1.09 0.38
C 4.20 1.86 1.72
C 3.35 3.28 3.22
C -2.42 3.24 1.85
C -8.09 0.77 -1.19
C 8.64 -7.19 -1.83
B -4.26 1.28 1.34
H -2.24 4.97 0.42
H -2.25 0.36 1.80
H -4.63 3.46 1.79
H -5.60 1.46 2.97
H 4.61 2.43 0.88
H -8.60 -0.89 0.29
H -4.18 -1.19 -0.28
H -6.22 2.05 0.41
H -2.43 3.11 2.98
H -4.66 0.07 3.06
H -2.22 -2.65 -0.81
H 6.86 -8.26 -1.22
H 8.92 -6.33 -2.45
H 2.06 -3.18 -0.09
H 4.95 1.09 3.63
H 4.40 -2.58 -0.18
H 9.02 1.47 1.48
H 2.35 -4.51 1.05
H 10.04 -0.35 -0.78
H -9.37 6.85 -2.99
H -7.04 0.09 1.85
H -2.42 0.96 0.05
H -9.29 4.77 -4.22
H 4.01 0.84 1.40
H -1.08 5.03 1.82
H -5.99 -1.11 0.97
H 6.57 -6.93 -2.36
H -7.28 -1.27 -0.97
H -3.40 -1.85 1.24
H -10.02 3.85 -2.88
H -7.33 2.06 -2.46
H -2.03 -1.00 -1.56
H 8.92 -0.77 0.53
H -2.90 5.50 2.11
H -5.23 0.93 -0.68
H -1.53 2.71 1.39
```

## Properties
**Largest force on an atom**: 3.89 eV Å⁻¹
**ΔE to the lowest compared entry with this formula, charge and spin**: 3.781 eV
**Highest occupied orbital energy**: -4.38 eV
**LUMO energy**: 1.1630 eV
**Charge**: -1
**Gap between HOMO and LUMO**: 0.20381 hartree
**M**: 866.37 g mol⁻¹

=====

3.
# C44H46Cl2IN7NaO2

A molecular structure, C44H46Cl2IN7NaO2 (ωB97M-V/def2-TZVPD, the OMol25 dataset).

Structure (XYZ):
```
103
C44H46Cl2IN7NaO2, DFT ωB97M-V/def2-TZVPD
I -3.30 3.01 2.58
Cl 5.10 2.16 -0.83
Cl 3.49 5.40 3.21
Na -1.33 0.80 0.81
O 0.82 2.25 1.61
O 0.03 0.32 2.38
N 1.45 -3.15 -1.53
N -2.05 -2.38 2.25
N 1.44 -0.89 -1.02
N -2.05 -3.21 0.11
N -0.53 -1.84 -1.73
N -3.74 -1.70 0.80
N 3.64 2.82 1.79
C -2.39 -1.36 3.22
C 5.08 -0.77 3.40
C -2.65 4.61 -1.44
C 0.72 -1.96 -1.45
C 4.41 5.11 1.76
C -2.81 6.00 -1.22
C -2.60 2.26 -0.56
C 1.05 0.46 -1.36
C -2.96 -4.17 -3.38
C 0.83 1.29 2.42
C 5.93 0.07 2.70
C 1.89 1.30 3.53
C -3.09 6.48 0.03
C -3.07 4.25 0.90
C -3.23 5.59 1.11
C 5.86 5.95 0.07
C 4.13 1.65 2.33
C 4.40 3.83 1.20
C -4.91 -1.86 1.64
C -4.02 -1.18 -0.53
C -1.03 -3.32 2.67
C 5.47 1.27 2.18
C -2.62 -2.49 1.01
C 3.27 0.84 3.11
C -4.12 -4.94 -3.11
C 0.82 -4.43 -1.35
C 2.72 -3.17 -2.22
C -2.35 4.14 -2.74
C -4.58 -5.06 -1.84
C -1.35 -3.36 -4.99
C 5.14 3.67 0.02
C 5.11 6.17 1.21
C -2.32 1.90 -1.86
C -2.29 -3.50 -2.33
C 5.88 4.71 -0.53
C 3.77 -0.36 3.61
C 2.47 -1.00 0.00
C -3.89 -4.45 -0.78
C -2.77 -3.68 -0.99
C -2.77 3.68 -0.37
C -0.70 -2.65 -3.96
C -2.18 2.80 -2.95
C -2.47 -4.09 -4.71
C -1.14 -2.68 -2.66
H -3.22 7.55 0.20
H 1.52 -5.10 -0.85
H 6.97 -0.20 2.56
H -0.98 -3.29 -6.00
H 2.61 2.93 1.77
H -0.11 -2.78 2.91
H -2.16 0.84 -2.10
H 6.43 6.77 -0.37
H 0.14 -2.01 -4.20
H -4.66 -2.35 2.57
H 5.08 7.14 1.69
H 3.06 -2.15 -2.40
H 1.96 2.32 3.91
H -2.71 6.68 -2.06
H -1.48 -0.97 3.66
H 2.16 -0.49 0.91
H 3.10 -0.98 4.20
H -5.67 -2.48 1.13
H -2.91 -0.54 2.74
H -0.84 -4.02 1.87
H -3.02 -1.76 4.02
H 6.43 4.52 -1.44
H 3.48 -3.69 -1.63
H 1.54 0.65 4.33
H -3.45 5.97 2.10
H -3.00 -4.62 -5.49
H 0.15 0.44 -1.97
H 0.53 -4.90 -2.30
H 1.85 0.96 -1.92
H -4.42 -0.17 -0.43
H 5.43 -1.71 3.80
H -1.36 -3.85 3.57
H -5.36 -0.89 1.86
H -4.72 -1.81 -1.08
H 2.65 -2.04 0.24
H -3.09 -1.12 -1.09
H -5.46 -5.65 -1.63
H 2.63 -3.68 -3.19
H -1.95 2.42 -3.94
H 3.41 -0.55 -0.34
H -4.62 -5.42 -3.94
H 0.85 1.07 -0.48
H -0.07 -4.32 -0.73
H -2.24 4.85 -3.55
H 6.15 1.92 1.65
H -4.22 -4.60 0.24
```

## Properties
**Largest force on an atom**: 0.66 eV Å⁻¹
**Highest occupied orbital energy**: -4.31 eV
**LUMO energy**: 2.0595 eV
**Charge**: -1
**Gap between HOMO and LUMO**: 0.23414 hartree
**M**: 925.70 g mol⁻¹